DFT (ωB97M-V with the def2-TZVPD basis set) results for a molecular structure, C31H25AsN3O2Tc at a distorted geometry.

CARTESIAN COORDINATES (ANGSTROEM)
Tc (-0.686, 0.016, -1.289)
C (3.667, 0.988, 0.663)
N (2.922, -0.160, 0.139)
C (3.555, -1.377, 0.020)
C (2.927, -2.464, -0.466)
C (1.566, -2.342, -0.880)
N (0.983, -1.130, -0.758)
C (1.634, -0.070, -0.239)
O (0.912, 0.983, -0.167)
N (0.879, -3.357, -1.354)
H (3.928, 0.823, 1.707)
H (3.058, 1.881, 0.582)
H (4.582, 1.124, 0.089)
H (4.586, -1.413, 0.344)
H (3.441, -3.409, -0.560)
H (1.309, -4.263, -1.466)
H (-0.085, -3.264, -1.629)
C (0.730, 8.918, -0.758)
C (0.948, 8.622, 0.601)
C (0.971, 7.311, 1.015)
C (0.625, 6.321, 0.073)
C (0.447, 6.591, -1.298)
C (0.430, 7.909, -1.692)
As (0.191, 4.557, 0.745)
C (-1.025, 3.558, -0.360)
C (-0.801, 3.017, -1.616)
C (-1.777, 2.182, -2.188)
C (-2.931, 1.880, -1.449)
C (-3.115, 2.387, -0.161)
C (-2.170, 3.238, 0.389)
C (-2.241, 3.866, 1.726)
C (-3.359, 3.935, 2.533)
C (-3.283, 4.542, 3.796)
C (-2.112, 5.155, 4.241)
C (-0.987, 5.134, 3.438)
C (-1.084, 4.549, 2.172)
H (0.860, 9.940, -1.099)
H (1.132, 9.408, 1.322)
H (1.212, 7.072, 2.042)
H (0.278, 5.811, -2.026)
H (0.213, 8.151, -2.724)
H (0.065, 3.298, -2.204)
H (-1.751, 1.966, -3.249)
H (-3.733, 1.327, -1.923)
H (-4.026, 2.150, 0.375)
H (-4.308, 3.552, 2.181)
H (-4.144, 4.520, 4.454)
H (-2.072, 5.620, 5.217)
H (-0.064, 5.574, 3.791)
O (-1.517, -1.276, -3.950)
C (-1.227, -0.804, -2.966)
C (-2.091, -0.989, -0.630)
C (-3.136, -1.725, -0.140)
C (-4.161, -2.183, -1.026)
C (-5.237, -2.866, -0.523)
C (-5.340, -3.112, 0.849)
C (-4.343, -2.678, 1.730)
C (-3.249, -2.004, 1.254)
H (-4.059, -1.994, -2.087)
H (-6.016, -3.214, -1.188)
H (-6.197, -3.653, 1.229)
H (-4.434, -2.889, 2.786)
H (-2.449, -1.687, 1.911)

Summary:
Total charge: +4
ΔE to the lowest compared entry with this formula, charge and spin, kcal/mol: 25.24
Electronic energy, hartree: -3826.08903
Orbital gap (spin up / spin down), eV: 3.76 / 3.76
HOMO level (spin up / spin down), eV: -18.92 / -18.92

***

DFT (ωB97M-V with the def2-TZVPD basis set) results for a molecular structure, C31H25Br2GeN2O4PtS.

CARTESIAN COORDINATES (ANGSTROEM)
Pt (-1.121, 0.471, -0.730)
O (-1.535, 3.506, 4.419)
C (-1.583, 4.347, 3.410)
O (-1.675, 5.547, 3.557)
C (-1.520, 3.768, 2.038)
C (-1.547, 4.534, 0.892)
N (-1.453, 3.698, -0.150)
N (-1.395, 2.424, 0.247)
C (-1.427, 2.437, 1.571)
C (-1.370, 1.109, 2.281)
O (-1.378, 1.128, 3.527)
O (-1.333, 0.090, 1.547)
H (-1.455, 2.536, 4.103)
H (-1.626, 5.600, 0.776)
H (-1.544, 3.904, -1.137)
Br (-0.990, -2.528, -2.469)
C (0.453, 0.389, -4.186)
Br (1.378, 1.784, -3.387)
H (-0.623, 0.450, -4.158)
H (0.994, -0.535, -4.304)
S (-2.860, 0.570, -2.357)
C (-3.306, 2.274, -2.326)
C (-4.296, 2.749, -1.459)
C (-4.611, 4.097, -1.408)
C (-3.958, 5.007, -2.232)
C (-2.986, 4.548, -3.113)
C (-2.661, 3.197, -3.158)
H (-4.797, 2.044, -0.807)
H (-5.367, 4.443, -0.714)
H (-4.207, 6.060, -2.191)
H (-2.472, 5.243, -3.767)
H (-1.888, 2.844, -3.830)
C (-0.341, -1.321, -1.148)
Ge (1.048, -2.099, -0.064)
C (1.920, -0.773, 1.084)
C (1.912, 0.592, 0.815)
C (2.552, 1.494, 1.655)
C (3.226, 1.038, 2.778)
C (3.265, -0.323, 3.050)
C (2.618, -1.217, 2.208)
C (0.236, -3.470, 1.073)
C (-0.031, -4.750, 0.585)
C (-0.704, -5.683, 1.362)
C (-1.134, -5.342, 2.637)
C (-0.899, -4.065, 3.125)
C (-0.222, -3.135, 2.347)
C (2.471, -2.858, -1.182)
C (2.997, -2.040, -2.184)
C (4.006, -2.492, -3.021)
C (4.508, -3.779, -2.869)
C (4.002, -4.600, -1.874)
C (2.990, -4.141, -1.037)
H (1.390, 0.966, -0.061)
H (2.516, 2.554, 1.435)
H (3.718, 1.740, 3.440)
H (3.790, -0.688, 3.924)
H (2.643, -2.276, 2.442)
H (0.272, -5.018, -0.421)
H (-0.904, -6.672, 0.967)
H (-1.664, -6.067, 3.243)
H (-1.258, -3.783, 4.107)
H (-0.080, -2.130, 2.727)
H (2.615, -1.031, -2.308)
H (4.403, -1.841, -3.791)
H (5.294, -4.137, -3.522)
H (4.394, -5.603, -1.748)
H (2.610, -4.791, -0.257)

Summary:
Total charge: -1
Multiplicity: 5
⟨S²⟩: 6.021
Electronic energy, hartree: -9349.23130
Orbital gap (spin up / spin down), eV: 6.16 / 7.16
HOMO level (spin up / spin down), eV: -3.87 / -5.85

***

DFT (ωB97M-V with the def2-TZVPD basis set) results for a molecular structure, C31H25CsN5O7S2 at a distorted geometry.

CARTESIAN COORDINATES (ANGSTROEM)
Cs (-2.093, -1.177, -0.261)
O (-3.553, 1.290, 1.534)
S (-4.931, 0.772, 1.544)
O (-5.183, -0.238, 0.480)
O (-5.963, 1.803, 1.596)
C (-5.051, -0.143, 3.161)
C (-5.820, 0.649, 4.093)
C (-6.141, 0.293, 5.387)
C (-5.665, -0.941, 5.892)
C (-4.876, -1.749, 5.045)
C (-4.483, -1.406, 3.687)
S (-3.199, -2.673, 3.089)
O (-3.095, -3.554, 4.233)
O (-3.709, -3.349, 1.880)
O (-1.997, -1.852, 2.819)
H (-6.231, 1.606, 3.694)
H (-6.732, 0.959, 5.992)
H (-5.921, -1.238, 6.891)
H (-4.542, -2.711, 5.471)
C (1.275, -3.275, -3.282)
C (0.432, -2.232, -2.858)
N (-0.879, -2.349, -2.765)
C (-1.468, -3.522, -3.078)
C (-0.680, -4.626, -3.561)
C (0.705, -4.447, -3.711)
C (-1.340, -5.859, -3.925)
C (-2.691, -6.027, -3.803)
C (-3.496, -4.973, -3.213)
C (-4.852, -5.140, -2.939)
C (-5.596, -4.090, -2.444)
C (-4.927, -2.885, -2.154)
N (-3.640, -2.695, -2.419)
C (-2.888, -3.694, -2.894)
H (2.353, -3.167, -3.319)
H (0.828, -1.220, -2.702)
H (1.303, -5.251, -4.127)
H (-0.697, -6.673, -4.282)
H (-3.176, -6.945, -4.126)
H (-5.306, -6.130, -3.069)
H (-6.653, -4.195, -2.228)
H (-5.469, -2.046, -1.711)
C (9.882, 4.079, 0.630)
C (8.381, 4.033, 0.370)
C (7.806, 4.534, -0.818)
C (6.457, 4.345, -1.084)
C (5.625, 3.764, -0.146)
N (4.251, 3.628, -0.390)
C (3.569, 4.071, -1.507)
O (4.041, 4.671, -2.474)
N (2.225, 3.707, -1.537)
C (1.423, 3.208, -0.537)
C (1.538, 3.555, 0.842)
C (0.702, 2.923, 1.772)
C (-0.286, 2.026, 1.303)
N (-0.335, 1.664, -0.002)
C (0.455, 2.260, -0.880)
C (6.138, 3.343, 1.078)
C (7.500, 3.466, 1.328)
H (10.473, 4.510, -0.204)
H (10.263, 3.076, 0.851)
H (10.090, 4.727, 1.487)
H (8.452, 5.009, -1.559)
H (6.013, 4.707, -2.024)
H (3.728, 3.005, 0.213)
H (1.809, 3.847, -2.466)
H (2.210, 4.366, 1.138)
H (0.826, 3.151, 2.846)
H (-1.017, 1.588, 1.935)
H (0.384, 1.898, -1.924)
H (5.515, 2.913, 1.883)
H (7.929, 3.023, 2.254)

Summary:
Total charge: -1
ΔE to the lowest compared entry with this formula, charge and spin, kcal/mol: 0.00
Electronic energy, hartree: -2813.45534
Orbital gap, eV: 6.99
HOMO level, eV: -5.53

***

DFT (ωB97M-V with the def2-TZVPD basis set) results for a molecular structure, C31H26BF10NP3PbS.

CARTESIAN COORDINATES (ANGSTROEM)
Pb (0.578, 1.007, -0.424)
C (1.982, -1.595, 1.395)
P (2.757, 0.080, 1.467)
C (4.412, -0.024, 0.739)
C (5.099, 1.172, 0.536)
C (6.338, 1.175, -0.084)
C (6.893, -0.020, -0.528)
C (6.214, -1.213, -0.334)
C (4.979, -1.217, 0.302)
C (3.068, 0.217, 3.271)
C (4.341, 0.095, 3.829)
C (4.511, 0.147, 5.207)
C (3.415, 0.321, 6.041)
C (2.145, 0.440, 5.494)
C (1.970, 0.391, 4.118)
C (0.553, -1.384, 1.824)
C (-0.203, -2.032, 2.773)
C (-1.451, -1.352, 2.839)
C (-1.395, -0.327, 1.918)
C (-2.444, 0.699, 1.559)
P (-1.568, 2.239, 1.104)
C (-2.753, 3.457, 0.492)
C (-2.242, 4.671, 0.039)
C (-3.088, 5.628, -0.496)
C (-4.449, 5.371, -0.596)
C (-4.963, 4.166, -0.146)
C (-4.117, 3.209, 0.399)
C (-1.128, 2.938, 2.738)
C (0.206, 3.023, 3.116)
C (0.563, 3.532, 4.361)
C (-0.420, 3.970, 5.232)
C (-1.760, 3.896, 4.862)
C (-2.111, 3.384, 3.624)
N (-0.168, -0.340, 1.300)
H (2.058, -1.974, 0.373)
H (2.495, -2.276, 2.073)
H (4.654, 2.108, 0.858)
H (6.860, 2.109, -0.245)
H (7.839, -0.015, -1.053)
H (6.632, -2.142, -0.700)
H (4.447, -2.151, 0.429)
H (5.201, -0.040, 3.186)
H (5.504, 0.046, 5.628)
H (3.551, 0.363, 7.115)
H (1.283, 0.575, 6.136)
H (0.970, 0.471, 3.705)
H (0.107, -2.884, 3.361)
H (-2.288, -1.588, 3.479)
H (-3.036, 0.395, 0.693)
H (-3.108, 0.871, 2.407)
H (-1.176, 4.865, 0.096)
H (-2.682, 6.564, -0.856)
H (-5.105, 6.100, -1.055)
H (-6.019, 3.954, -0.242)
H (-4.520, 2.255, 0.716)
H (0.980, 2.681, 2.436)
H (1.607, 3.571, 4.647)
H (-0.146, 4.373, 6.200)
H (-2.530, 4.242, 5.540)
H (-3.156, 3.338, 3.335)
F (-2.249, 1.181, -1.346)
B (-2.902, 1.674, -2.549)
F (-2.639, 0.774, -3.589)
F (-2.377, 2.938, -2.824)
F (-4.276, 1.732, -2.280)
F (2.315, -1.009, -1.716)
P (2.926, -0.543, -3.182)
F (2.060, -1.713, -3.882)
F (1.665, 0.473, -3.325)
F (4.150, -1.568, -2.967)
F (3.756, 0.617, -2.419)
F (3.505, -0.075, -4.599)
S (-1.078, -1.693, -2.914)
C (-0.489, -0.917, -1.777)

Summary:
Total charge: -1
ΔE to the lowest compared entry with this formula, charge and spin, kcal/mol: 19.23
Electronic energy, hartree: -3890.82978
Orbital gap, eV: 7.46
HOMO level, eV: -5.37

***

DFT (ωB97M-V with the def2-TZVPD basis set) results for a molecular structure, C31H26Br2N4OPt at a distorted geometry.

CARTESIAN COORDINATES (ANGSTROEM)
Pt (-0.285, -1.302, -0.942)
Br (-3.687, -5.264, -0.967)
C (-1.796, -5.290, -1.139)
C (-1.122, -6.491, -1.002)
C (0.255, -6.530, -1.041)
Br (1.113, -8.223, -0.816)
C (1.019, -5.353, -1.149)
C (2.417, -5.271, -0.991)
C (3.016, -4.029, -0.979)
C (2.253, -2.894, -1.200)
N (0.932, -2.936, -1.396)
C (0.306, -4.143, -1.342)
C (-1.127, -4.074, -1.371)
O (-1.713, -2.948, -1.529)
H (-1.686, -7.394, -0.825)
H (2.999, -6.168, -0.846)
H (4.075, -3.930, -0.804)
H (2.714, -1.916, -1.238)
C (2.250, 2.628, 0.925)
C (1.359, 3.751, 1.361)
C (1.827, 4.735, 2.225)
C (1.036, 5.808, 2.597)
C (-0.254, 5.916, 2.104)
C (-0.744, 4.947, 1.248)
C (0.051, 3.869, 0.878)
N (-0.470, 2.933, -0.046)
C (-0.501, 1.576, 0.125)
N (-0.531, 1.154, 1.407)
C (-0.506, -0.149, 1.935)
C (-0.403, -1.287, 1.132)
C (-0.386, -2.540, 1.734)
C (-0.460, -2.674, 3.108)
C (-0.551, -1.542, 3.895)
C (-0.577, -0.274, 3.335)
C (-0.696, 0.920, 4.242)
N (-0.557, 0.785, -0.903)
C (-0.457, 1.271, -2.224)
C (0.798, 1.449, -2.811)
C (0.903, 1.906, -4.110)
C (-0.240, 2.210, -4.830)
C (-1.485, 2.031, -4.250)
C (-1.622, 1.557, -2.955)
C (-2.956, 1.304, -2.327)
H (3.294, 2.898, 1.063)
H (2.085, 2.398, -0.126)
H (2.055, 1.720, 1.499)
H (2.844, 4.672, 2.586)
H (1.434, 6.569, 3.253)
H (-0.872, 6.756, 2.379)
H (-1.746, 5.014, 0.852)
H (-0.616, 3.259, -0.992)
H (-0.576, 1.891, 2.097)
H (-0.323, -3.436, 1.129)
H (-0.450, -3.656, 3.555)
H (-0.606, -1.651, 4.968)
H (-0.693, 0.589, 5.278)
H (-1.628, 1.459, 4.070)
H (0.136, 1.613, 4.116)
H (1.685, 1.206, -2.240)
H (1.875, 2.028, -4.561)
H (-0.162, 2.572, -5.845)
H (-2.371, 2.271, -4.818)
H (-3.749, 1.359, -3.067)
H (-3.164, 2.026, -1.536)
H (-2.961, 0.308, -1.879)

Summary:
Total charge: 0
Electronic energy, hartree: -6758.52348
Orbital gap (spin up / spin down), eV: 6.06 / 6.06
HOMO level (spin up / spin down), eV: -6.60 / -6.60

***

DFT (ωB97M-V with the def2-TZVPD basis set) results for a molecular structure, C31H26F4NO5OsS2.

CARTESIAN COORDINATES (ANGSTROEM)
Os (0.581, 1.131, 0.609)
S (0.346, 2.905, 2.624)
C (-1.301, 2.794, 2.988)
C (-1.839, 3.698, 3.956)
C (-3.147, 3.670, 4.330)
C (-4.019, 2.710, 3.759)
C (-3.553, 1.835, 2.827)
C (-2.198, 1.844, 2.388)
S (-1.776, 0.727, 1.179)
H (-1.156, 4.418, 4.389)
H (-3.519, 4.371, 5.067)
H (-5.060, 2.678, 4.058)
H (-4.216, 1.107, 2.376)
C (2.679, -6.480, 0.032)
C (3.678, -5.332, 0.127)
C (4.879, -5.499, -0.795)
C (4.443, -5.484, -2.254)
C (3.540, -4.309, -2.537)
C (3.367, -3.842, -3.822)
C (2.558, -2.739, -4.069)
F (2.432, -2.328, -5.350)
C (1.912, -2.071, -3.068)
C (2.069, -2.531, -1.758)
C (1.372, -1.804, -0.675)
O (0.566, -0.919, -0.958)
C (1.695, -2.231, 0.664)
C (2.446, -3.350, 0.824)
N (3.021, -4.057, -0.172)
C (2.874, -3.641, -1.490)
C (1.250, -1.564, 1.943)
O (1.202, -2.232, 2.963)
O (1.021, -0.289, 1.920)
H (3.172, -7.434, 0.230)
H (2.224, -6.527, -0.958)
H (1.879, -6.348, 0.761)
H (4.030, -5.251, 1.156)
H (5.391, -6.433, -0.555)
H (5.579, -4.681, -0.610)
H (3.929, -6.416, -2.505)
H (5.315, -5.430, -2.908)
H (3.874, -4.315, -4.655)
H (1.298, -1.200, -3.251)
H (2.607, -3.723, 1.828)
F (3.394, 0.166, 0.515)
C (2.657, 1.264, 0.116)
F (2.905, 1.348, -1.226)
F (3.333, 2.326, 0.654)
C (-6.026, 3.416, 0.486)
C (-4.590, 3.446, 0.039)
C (-3.708, 4.398, 0.529)
C (-2.376, 4.435, 0.126)
C (-1.461, 5.516, 0.634)
C (-1.919, 3.460, -0.758)
C (-2.787, 2.498, -1.277)
C (-2.289, 1.457, -2.242)
C (-4.116, 2.514, -0.878)
C (-0.480, 3.472, -1.199)
O (-0.069, 4.312, -1.969)
O (0.277, 2.494, -0.754)
H (-6.245, 4.248, 1.157)
H (-6.254, 2.490, 1.020)
H (-6.708, 3.480, -0.365)
H (-4.060, 5.137, 1.242)
H (-2.018, 6.237, 1.234)
H (-0.983, 6.038, -0.195)
H (-0.665, 5.100, 1.256)
H (-1.781, 1.918, -3.092)
H (-3.116, 0.855, -2.620)
H (-1.570, 0.788, -1.763)
H (-4.792, 1.764, -1.277)

Summary:
Total charge: -1
ΔE to the lowest compared entry with this formula, charge and spin, kcal/mol: 5.99
Multiplicity: 5
⟨S²⟩: 6.033
Electronic energy, hartree: -2914.53479
Orbital gap (spin up / spin down), eV: 5.95 / 5.67
HOMO level (spin up / spin down), eV: -3.85 / -5.03